(1)
{"formula": "C16H53BF4N3O9", "method": "ωB97M-V with the def2-TZVPD basis set", "energy_ev": -51900.5336, "homo_lumo_gap_ev": 8.74, "de_lowest_kj_mol": 141.7, "total_charge": -1, "elements": ["B", "F", "F", "F", "F", "C", "C", "O", "H", "H", "H", "H", "H", "H", "C", "C", "O", "H", "H", "H", "H", "H", "H", "O", "H", "H", "O", "H", "H", "O", "H", "H", "O", "H", "H", "C", "C", "C", "O", "C", "N", "H", "H", "H", "H", "H", "H", "H", "H", "H", "H", "H", "C", "C", "C", "O", "C", "N", "H", "H", "H", "H", "H", "H", "H", "H", "H", "H", "H", "C", "C", "C", "O", "C", "N", "H", "H", "H", "H", "H", "H", "H", "H", "H", "H", "H"], "coordinates": [[0.84, -0.42, -0.12], [0.74, 0.00, -1.43], [1.01, 0.68, 0.71], [-0.25, -1.24, 0.14], [1.84, -1.34, 0.06], [4.09, 1.90, 0.02], [5.39, 2.07, -0.85], [5.92, 3.36, -0.45], [3.88, 0.86, 0.29], [3.16, 2.30, -0.40], [4.20, 2.39, 0.98], [5.13, 2.21, -1.90], [6.05, 1.20, -0.84], [5.26, 4.05, -0.56], [4.17, -0.61, -3.28], [3.06, -0.96, -4.25], [2.25, 0.20, -4.13], [4.88, -1.42, -3.12], [3.72, -0.31, -2.33], [4.85, 0.18, -3.62], [2.65, -1.91, -3.89], [3.39, -1.14, -5.28], [1.82, 0.10, -3.28], [4.07, -2.15, 0.62], [3.33, -1.64, 0.27], [4.72, -1.49, 0.86], [0.26, -3.58, -1.89], [0.34, -3.88, -0.99], [0.66, -2.71, -1.90], [-2.12, 0.99, 0.15], [-1.36, 0.41, 0.13], [-2.22, 1.23, 1.07], [1.62, -2.96, 2.64], [1.45, -2.27, 2.00], [1.08, -2.72, 3.40], [-0.93, 1.09, -4.51], [-1.91, 1.38, -3.42], [-2.95, 2.43, -3.89], [-3.63, 1.91, -5.02], [-4.28, 2.76, -5.93], [-2.40, 0.15, -2.84], [-0.16, 0.39, -4.16], [-0.37, 2.01, -4.63], [-1.41, 0.70, -5.41], [-1.42, 1.84, -2.57], [-2.41, 3.35, -4.14], [-3.70, 2.70, -3.15], [-4.34, 2.32, -6.92], [-3.67, 3.64, -6.14], [-5.29, 3.12, -5.76], [-2.75, 0.43, -1.94], [-1.64, -0.47, -2.59], [-4.81, -2.67, 1.61], [-3.32, -2.98, 1.47], [-2.82, -3.51, 0.13], [-3.38, -4.69, -0.36], [-3.34, -5.76, 0.52], [-2.56, -1.76, 1.84], [-5.07, -1.76, 1.08], [-5.10, -2.65, 2.66], [-5.36, -3.56, 1.30], [-3.14, -3.66, 2.30], [-1.76, -3.71, -0.01], [-3.03, -2.80, -0.68], [-2.38, -6.06, 0.95], [-3.55, -6.68, -0.03], [-4.08, -5.79, 1.32], [-1.65, -1.86, 1.41], [-3.09, -0.94, 1.59], [1.18, 3.45, 3.47], [1.03, 2.12, 4.21], [0.26, 2.10, 5.55], [1.07, 2.51, 6.61], [0.65, 2.37, 7.97], [0.54, 1.02, 3.34], [1.50, 3.26, 2.45], [2.04, 4.02, 3.82], [0.25, 3.99, 3.58], [2.10, 1.98, 4.35], [-0.02, 1.06, 5.73], [-0.73, 2.56, 5.56], [-0.19, 3.05, 8.10], [1.36, 2.66, 8.74], [0.23, 1.38, 8.19], [-0.39, 1.21, 3.00], [0.95, 1.00, 2.42]], "mulliken_charge": [-0.125, -0.185, -0.216, 0.273, -0.307, -0.874, -0.367, -0.619, 0.012, 0.408, 0.448, 0.206, 0.349, 0.311, -0.795, -0.266, -0.501, 0.426, 0.069, 0.275, 0.180, 0.359, 0.198, -0.708, 0.467, 0.295, -0.700, 0.351, 0.249, -0.665, 0.171, 0.230, -0.681, 0.276, 0.316, -1.197, 0.878, -0.937, -0.297, -0.839, -0.836, 0.198, 0.326, 0.331, 0.200, 0.382, 0.396, 0.272, 0.325, 0.291, 0.288, 0.252, -1.370, 0.515, -0.423, -0.453, -0.790, -0.528, 0.374, 0.343, 0.339, 0.161, 0.335, 0.101, 0.313, 0.320, 0.269, 0.159, 0.270, -1.371, 0.519, -0.711, -0.300, -0.772, -0.434, 0.310, 0.349, 0.311, 0.217, 0.383, 0.378, 0.313, 0.254, 0.307, 0.138, 0.282]}

(2)
{"formula": "C5H8FNS", "method": "ωB97M-V with the def2-TZVPD basis set", "energy_ev": -20351.4436, "homo_lumo_gap_ev": [5.87, 6.06], "spin_multiplicity": 3, "s_squared": 2.0193, "elements": ["C", "C", "C", "C", "C", "N", "F", "S", "H", "H", "H", "H", "H", "H", "H", "H"], "coordinates": [[0.46, 1.24, -0.22], [-1.68, -0.34, 0.31], [-0.44, -0.96, 0.67], [1.32, 2.33, -0.88], [0.19, -2.27, 0.24], [1.00, 0.14, -0.01], [-0.27, -0.67, 1.98], [-1.34, 1.52, 0.07], [-2.16, -0.58, -0.65], [-2.41, -0.41, 1.17], [2.14, 1.70, -1.20], [1.52, 3.18, -0.25], [0.65, 2.85, -1.66], [1.12, -2.47, 0.70], [0.33, -2.13, -0.93], [-0.43, -3.14, 0.65]], "mulliken_charge": [0.509, -0.736, 0.784, -0.898, -1.136, -0.552, -0.301, -0.131, 0.372, 0.333, 0.323, 0.249, 0.256, 0.355, 0.269, 0.304]}

(3)
{"formula": "C42H40N2O6P", "method": "ωB97M-V with the def2-TZVPD basis set", "energy_ev": -68754.1611, "homo_lumo_gap_ev": 4.49, "total_charge": -1, "elements": ["C", "C", "P", "C", "C", "N", "C", "C", "C", "C", "C", "N", "C", "C", "C", "C", "C", "O", "O", "H", "H", "H", "H", "H", "H", "H", "H", "H", "H", "H", "H", "H", "H", "H", "H", "H", "H", "H", "H", "H", "H", "H", "H", "C", "C", "C", "C", "C", "C", "C", "O", "C", "C", "C", "C", "C", "C", "C", "O", "H", "H", "H", "H", "H", "H", "H", "H", "C", "C", "C", "C", "C", "C", "C", "O", "C", "C", "C", "C", "C", "C", "C", "O", "H", "H", "H", "H", "H", "H", "H", "H"], "coordinates": [[4.99, 3.75, -3.66], [3.93, 2.59, -4.06], [4.78, 0.98, -4.53], [6.21, 0.52, -3.39], [5.94, 0.67, -1.81], [3.68, -0.34, -4.89], [2.51, -0.44, -3.98], [1.34, -1.20, -4.80], [-0.09, -0.46, -4.76], [-0.52, 0.13, -3.34], [-2.09, 0.04, -3.00], [-2.76, 1.38, -3.02], [-2.78, 2.23, -4.19], [-3.61, 3.49, -3.83], [-4.03, 3.29, -2.34], [-3.46, 1.91, -1.86], [2.92, -1.46, -2.76], [2.01, -1.91, -1.95], [4.21, -1.92, -2.58], [4.49, 4.47, -2.91], [5.96, 3.32, -3.21], [5.29, 4.40, -4.56], [3.40, 2.99, -5.01], [3.11, 2.51, -3.26], [6.62, -0.53, -3.65], [7.08, 1.25, -3.64], [5.93, -0.36, -1.29], [5.03, 1.31, -1.54], [6.86, 1.22, -1.36], [4.15, -1.25, -5.03], [2.19, 0.52, -3.48], [1.29, -2.31, -4.49], [1.67, -1.20, -5.91], [-0.88, -1.28, -5.03], [-0.22, 0.34, -5.59], [0.08, -0.30, -2.45], [-0.26, 1.26, -3.36], [-2.18, -0.47, -1.97], [-2.66, -0.66, -3.73], [-2.25, 1.91, -5.14], [-3.82, 4.32, -4.57], [-4.64, 4.06, -1.78], [-3.58, 1.43, -0.83], [0.99, -0.16, 0.02], [-0.26, -0.01, 0.62], [-0.38, 0.66, 1.83], [0.76, 1.17, 2.46], [2.01, 1.00, 1.87], [2.12, 0.34, 0.65], [3.23, 1.49, 2.55], [4.33, 1.34, 2.05], [3.10, 2.16, 3.87], [4.25, 2.57, 4.55], [4.13, 3.22, 5.78], [2.87, 3.45, 6.33], [1.73, 3.03, 5.66], [1.84, 2.37, 4.43], [0.62, 1.90, 3.74], [-0.48, 2.10, 4.23], [1.08, -0.68, -0.93], [-1.15, -0.41, 0.14], [-1.36, 0.78, 2.29], [3.10, 0.21, 0.18], [5.23, 2.40, 4.13], [5.02, 3.53, 6.31], [2.78, 3.96, 7.29], [0.75, 3.21, 6.09], [-2.30, -0.65, 4.14], [-1.59, -1.79, 4.51], [-2.11, -3.05, 4.23], [-3.35, -3.17, 3.61], [-4.07, -2.02, 3.26], [-3.54, -0.76, 3.52], [-5.41, -2.14, 2.64], [-6.04, -1.14, 2.34], [-5.98, -3.48, 2.40], [-7.26, -3.60, 1.87], [-7.80, -4.86, 1.63], [-7.05, -6.01, 1.91], [-5.78, -5.89, 2.44], [-5.24, -4.63, 2.70], [-3.89, -4.51, 3.30], [-3.24, -5.51, 3.55], [-1.88, 0.34, 4.35], [-0.63, -1.70, 5.00], [-1.55, -3.94, 4.52], [-4.09, 0.13, 3.25], [-7.85, -2.72, 1.65], [-8.80, -4.96, 1.22], [-7.47, -6.99, 1.71], [-5.20, -6.78, 2.66]], "mulliken_charge": [-0.981, -0.379, -0.302, -0.564, -0.693, -0.225, 0.818, -1.089, -0.646, 1.264, -0.636, 0.234, -0.146, -0.531, -0.506, -0.273, 0.376, -0.787, -0.770, 0.280, 0.251, 0.299, 0.361, 0.258, 0.292, 0.415, 0.247, 0.065, 0.333, 0.396, -0.132, 0.334, 0.339, 0.313, 0.198, -1.146, 0.329, 0.167, 0.294, 0.266, 0.316, 0.305, 0.291, -0.145, -1.027, -0.584, 0.202, 0.240, -1.416, 0.678, -0.684, -0.014, -0.532, -0.455, -0.497, -0.420, 0.099, 0.760, -0.774, 0.647, 0.474, 0.745, 0.767, 0.471, 0.389, 0.389, 0.457, -0.538, -0.578, -0.711, 0.166, 0.196, -0.625, 0.530, -0.692, 0.190, -0.530, -0.457, -0.456, -0.538, 0.140, 0.707, -0.681, 0.760, 0.458, 0.454, 0.510, 0.457, 0.390, 0.384, 0.459]}

(4)
{"formula": "C44H60NO4P2RuSi", "method": "ωB97M-V with the def2-TZVPD basis set", "energy_ev": -85308.9934, "homo_lumo_gap_ev": [5.51, 5.67], "de_lowest_kj_mol": 6.0, "spin_multiplicity": 2, "total_charge": 2, "s_squared": 0.7692, "elements": ["Ru", "O", "C", "O", "C", "C", "C", "C", "C", "N", "C", "O", "O", "H", "H", "H", "H", "H", "C", "Si", "C", "C", "C", "C", "C", "C", "P", "C", "C", "C", "C", "C", "C", "C", "C", "C", "C", "C", "C", "C", "C", "C", "C", "C", "C", "P", "C", "C", "C", "C", "C", "C", "C", "C", "C", "C", "C", "C", "H", "H", "H", "H", "H", "H", "H", "H", "H", "H", "H", "H", "H", "H", "H", "H", "H", "H", "H", "H", "H", "H", "H", "H", "H", "H", "H", "H", "H", "H", "H", "H", "H", "H", "H", "H", "H", "H", "H", "H", "H", "H", "H", "H", "H", "H", "H", "H", "H", "H", "H", "H", "H", "H", "H"], "coordinates": [[-0.50, -0.17, -0.66], [-4.00, -0.09, -3.03], [-2.86, -0.24, -2.38], [-2.24, 0.70, -1.90], [-2.38, -1.62, -2.25], [-2.92, -2.62, -3.00], [-2.37, -3.92, -2.95], [-1.32, -4.14, -2.12], [-0.79, -3.09, -1.32], [-1.28, -1.78, -1.41], [0.21, -3.31, -0.38], [0.87, -4.44, -0.18], [0.53, -2.33, 0.41], [-4.21, 0.86, -3.10], [-3.77, -2.40, -3.63], [-2.78, -4.72, -3.55], [-0.91, -5.14, -2.05], [0.63, -5.13, -0.80], [2.35, -3.39, 2.43], [2.01, -2.01, 1.23], [1.77, -0.39, 2.15], [3.01, -0.03, 2.69], [3.17, 1.10, 3.47], [2.07, 1.90, 3.74], [0.84, 1.56, 3.21], [0.65, 0.43, 2.42], [-1.00, 0.10, 1.67], [-2.08, 1.58, 2.03], [-2.43, 1.96, 3.50], [-3.77, 2.68, 3.60], [-3.94, 3.65, 2.44], [-4.05, 2.86, 1.12], [-3.38, 1.49, 1.22], [-1.59, -1.45, 2.48], [-2.80, -2.08, 1.77], [-3.32, -3.25, 2.61], [-3.92, -2.75, 3.93], [-3.27, -1.43, 4.38], [-1.79, -1.40, 4.02], [3.28, -1.85, -0.14], [4.48, -2.52, 0.06], [5.55, -2.41, -0.83], [5.41, -1.61, -1.94], [4.22, -0.94, -2.18], [3.15, -1.04, -1.29], [1.67, -0.03, -1.69], [1.65, 0.08, -3.56], [0.25, -0.08, -4.16], [0.32, -0.18, -5.69], [1.03, 1.03, -6.30], [2.40, 1.24, -5.67], [2.32, 1.34, -4.15], [1.99, 1.61, -0.89], [0.61, 2.28, -0.85], [0.70, 3.73, -0.37], [1.86, 3.93, 0.59], [3.22, 3.58, -0.05], [3.09, 2.61, -1.24], [3.11, -3.10, 3.15], [2.68, -4.31, 1.93], [1.44, -3.62, 2.99], [3.89, -0.63, 2.48], [4.15, 1.36, 3.87], [2.17, 2.78, 4.35], [0.00, 2.21, 3.42], [-1.48, 2.39, 1.60], [-1.67, 2.63, 3.90], [-2.43, 1.09, 4.15], [-3.82, 3.20, 4.56], [-4.60, 1.96, 3.61], [-3.09, 4.33, 2.41], [-4.82, 4.27, 2.57], [-3.59, 3.43, 0.30], [-5.09, 2.72, 0.85], [-3.19, 1.10, 0.22], [-4.04, 0.77, 1.71], [-0.74, -2.12, 2.30], [-2.52, -2.40, 0.77], [-3.60, -1.34, 1.65], [-2.49, -3.93, 2.80], [-4.06, -3.82, 2.05], [-3.79, -3.51, 4.70], [-5.00, -2.60, 3.82], [-3.39, -1.30, 5.46], [-3.79, -0.59, 3.91], [-1.31, -2.29, 4.45], [-1.27, -0.55, 4.46], [4.60, -3.16, 0.93], [6.47, -2.95, -0.64], [6.23, -1.51, -2.65], [4.14, -0.33, -3.07], [2.24, -0.79, -3.89], [-0.36, 0.78, -3.88], [-0.23, -0.97, -3.75], [-0.68, -0.27, -6.09], [0.86, -1.09, -5.96], [0.42, 1.93, -6.14], [1.12, 0.90, -7.37], [2.87, 2.14, -6.07], [3.06, 0.40, -5.94], [1.70, 2.20, -3.88], [3.30, 1.51, -3.72], [2.22, 1.26, 0.13], [-0.03, 1.74, -0.09], [0.09, 2.24, -1.81], [-0.24, 4.05, 0.07], [0.85, 4.36, -1.26], [1.70, 3.29, 1.47], [1.87, 4.95, 0.96], [3.87, 3.12, 0.71], [3.73, 4.48, -0.38], [4.04, 2.11, -1.44], [2.82, 3.17, -2.14]], "mulliken_charge": [-0.489, -0.505, 0.361, -0.491, -1.096, -0.194, -1.681, -1.260, 0.610, 1.955, 0.705, -0.448, 0.120, 0.466, 0.660, 0.477, 0.371, 0.307, -1.516, 0.465, 0.090, -0.699, -1.212, -0.585, -0.602, 1.081, 1.149, 1.752, -0.939, -1.069, -0.780, -0.919, -0.992, 0.892, 0.577, -1.025, -0.977, -0.419, -1.177, 0.483, -0.620, -0.965, -1.048, -0.618, 0.123, 2.137, 0.001, -0.175, -0.974, -0.817, -1.148, -0.906, 1.221, 0.723, -1.469, 0.288, -1.213, -1.388, 0.428, 0.401, 0.353, 0.402, 0.477, 0.448, 0.280, 0.364, 0.644, 0.090, 0.589, 0.307, 0.275, 0.513, 0.276, 0.494, -0.279, 0.388, -0.302, -0.569, 0.058, 0.291, 0.481, 0.376, 0.376, 0.590, -0.065, 0.437, 0.593, 0.418, 0.470, 0.493, 0.367, 1.129, 0.240, -0.298, 0.431, 0.373, 0.338, 0.465, 0.387, 0.393, 0.300, 0.550, -0.974, -1.203, -0.266, 0.713, 0.449, -0.586, 0.701, 0.455, 0.436, 0.356, 0.547]}